1.
# C13H23Br6Cl9O

7 unconnected molecules or ions with the total composition C13H23Br6Cl9O at a distorted geometry (ωB97M-V with the def2-TZVPD basis set, the OMol25 dataset).

The LUMO energy is 0.104 eV. Its frontier orbital gap is 10.0511 eV. Its structure (SMILES) is ClC(Cl)Cl.ClC(Cl)Cl.ClC(Cl)Cl.C1CCOC1.BrCCBr.BrCCBr.BrCCBr. As for the charge: 0.

Each line ends with the natural charge from an NBO analysis.
Positions of all 52 atoms, in Å:
Cl  -18.854  -8.046  -23.323  0.011
C  -17.477  -9.096  -22.812  -0.271
Cl  -17.775  -10.854  -22.656  0.016
Cl  -16.768  -8.495  -21.313  0.017
H  -16.667  -9.021  -23.536  0.227
Cl  -22.493  -16.301  -26.622  0.044
C  -22.337  -17.909  -25.992  -0.285
Cl  -21.141  -18.905  -26.890  -0.006
Cl  -23.907  -18.752  -25.926  0.018
H  -21.878  -17.785  -25.011  0.229
Cl  -22.449  -12.616  -21.910  0.029
C  -21.973  -13.414  -20.428  -0.264
Cl  -21.209  -15.035  -20.888  -0.031
Cl  -23.384  -13.661  -19.412  0.030
H  -21.228  -12.787  -19.939  0.235
C  -17.723  -13.371  -15.643  -0.440
C  -16.737  -12.456  -16.379  -0.435
C  -16.448  -13.108  -17.726  -0.070
O  -17.561  -13.947  -17.974  -0.529
C  -17.982  -14.527  -16.667  -0.073
H  -18.650  -12.930  -15.278  0.215
H  -17.145  -13.786  -14.817  0.210
H  -15.769  -12.386  -15.884  0.202
H  -17.012  -11.401  -16.370  0.211
H  -15.467  -13.577  -17.652  0.157
H  -16.385  -12.387  -18.541  0.191
H  -17.402  -15.400  -16.367  0.170
H  -19.034  -14.781  -16.805  0.194
Br  -27.353  -20.362  -19.556  -0.068
C  -27.380  -19.623  -17.650  -0.398
C  -27.065  -18.106  -17.721  -0.402
Br  -27.222  -17.592  -15.758  -0.046
H  -26.626  -20.236  -17.157  0.229
H  -28.376  -19.700  -17.214  0.226
H  -27.897  -17.613  -18.223  0.227
H  -26.097  -17.924  -18.189  0.232
Br  -21.388  -8.097  -17.574  -0.039
C  -21.400  -9.025  -15.809  -0.424
C  -22.209  -8.208  -14.813  -0.406
Br  -21.766  -8.949  -12.954  -0.039
H  -20.339  -9.189  -15.624  0.230
H  -21.847  -10.009  -15.952  0.222
H  -23.253  -8.338  -15.097  0.226
H  -21.963  -7.149  -14.893  0.230
Br  -26.429  -10.257  -26.513  -0.032
C  -25.125  -8.884  -27.146  -0.425
C  -23.828  -9.595  -27.454  -0.433
Br  -23.993  -10.854  -28.986  -0.022
H  -25.007  -8.236  -26.277  0.231
H  -25.479  -8.346  -28.025  0.228
H  -23.517  -10.188  -26.594  0.227
H  -23.062  -8.865  -27.716  0.227

Cartesian forces (eV/Å) of the 2 atoms listed first:
0.669 -1.030 0.274
0.560 0.017 -0.115


2.
# F24InP4

A molecular structure, F24InP4 at a distorted geometry (ωB97M-V with the def2-TZVPD basis set, the OMol25 dataset).

The LUMO energy is -5.648 eV. Its frontier orbital gap is 4.6163 eV. As for the relative energy (zero: lowest compared OMol25 entry of this formula, charge and spin): 48.34 kJ/mol. As for the charge: -1.

Each line ends with the natural charge from an NBO analysis.
Positions of all 29 atoms, in Å:
In  16.515  -18.734  -19.902  2.128
P  14.394  -18.221  -16.818  2.597
F  14.633  -16.772  -16.220  -0.558
F  14.464  -18.825  -15.330  -0.568
F  12.793  -18.060  -16.695  -0.576
F  14.125  -19.669  -17.475  -0.584
F  14.417  -17.549  -18.302  -0.553
F  16.005  -18.586  -17.101  -0.570
P  14.718  -21.733  -20.942  2.596
F  15.754  -21.622  -19.627  -0.571
F  13.677  -22.581  -20.101  -0.557
F  14.144  -20.300  -20.469  -0.549
F  13.756  -21.715  -22.202  -0.553
F  15.870  -20.837  -21.789  -0.570
F  15.493  -23.077  -21.336  -0.563
P  18.273  -15.907  -19.124  2.597
F  17.821  -14.496  -19.705  -0.549
F  18.438  -15.318  -17.647  -0.557
F  16.698  -16.215  -18.741  -0.549
F  18.509  -17.436  -18.604  -0.573
F  18.003  -16.637  -20.590  -0.566
F  19.806  -15.681  -19.442  -0.552
P  14.383  -16.584  -21.914  2.598
F  15.750  -17.441  -22.300  -0.571
F  13.674  -17.302  -23.159  -0.566
F  13.933  -17.878  -20.983  -0.559
F  13.038  -15.811  -21.521  -0.567
F  15.178  -16.152  -20.565  -0.573
F  14.769  -15.287  -22.746  -0.559

Cartesian forces (eV/Å) of the 2 atoms listed first:
-3.319 2.723 0.494
-2.584 -0.622 0.821


3.
# C9H14S

2 unconnected molecules or ions with the total composition C9H14S (ωB97M-V with the def2-TZVPD basis set, the OMol25 dataset).

The LUMO energy is 0.843 eV. Its frontier orbital gap is 9.7809 eV. As for the relative energy (zero: lowest compared OMol25 entry of this formula, charge and spin): 0.00 kJ/mol. Its structure (SMILES) is Cc1ccccc1.CCS. As for the charge: 0.

Each line ends with the natural charge from an NBO analysis.
Positions of all 24 atoms, in Å:
C  1.827  -2.414  0.199  -0.630
C  1.976  -0.986  -0.275  -0.004
C  1.411  0.047  0.457  -0.230
C  1.534  1.374  0.042  -0.194
C  2.281  1.672  -1.078  -0.229
C  2.886  0.652  -1.799  -0.199
C  2.732  -0.670  -1.404  -0.218
H  1.778  -3.072  -0.668  0.217
H  0.915  -2.526  0.785  0.215
H  2.650  -2.740  0.836  0.221
H  0.840  -0.154  1.355  0.206
H  1.037  2.162  0.593  0.210
H  2.397  2.697  -1.408  0.213
H  3.499  0.872  -2.665  0.212
H  3.204  -1.452  -1.987  0.210
C  -2.525  0.335  2.399  -0.617
C  -2.336  0.519  0.905  -0.503
S  -3.752  -0.084  -0.078  -0.059
H  -2.615  -0.719  2.654  0.211
H  -3.383  0.897  2.766  0.213
H  -1.648  0.739  2.905  0.214
H  -2.199  1.580  0.695  0.207
H  -1.450  -0.016  0.570  0.212
H  -3.265  0.308  -1.254  0.122

Cartesian forces (eV/Å) of the 2 atoms listed first:
-0.172 0.200 -0.262
0.316 -0.282 0.395


4.
# C3H4BrFO

2 unconnected molecules or ions with the total composition C3H4BrFO at a distorted geometry (ωB97M-V with the def2-TZVPD basis set, the OMol25 dataset).

The LUMO energy (alpha / beta) is -1.746 / -1.158 eV. Its frontier orbital gap (alpha / beta) is 8.7974 / 8.3323 eV. As for the relative energy (zero: lowest compared OMol25 entry of this formula, charge and spin): 336.34 kJ/mol. As for the charge: 0.

Each line ends with the natural charge from an NBO analysis.
Positions of all 10 atoms, in Å:
C  1.611  -1.726  -0.062  0.745
C  -0.049  0.139  0.612  -0.695
C  1.215  -0.329  -0.018  -0.146
O  2.665  -2.197  -0.328  -0.491
F  0.574  -2.537  0.314  -0.346
Br  2.697  0.830  0.102  0.132
H  0.123  0.335  1.675  0.236
H  -0.391  1.068  0.161  0.241
H  -0.828  -0.613  0.519  0.248
H  0.781  0.136  -2.107  0.076

Cartesian forces (eV/Å) of the 2 atoms listed first:
0.008 -0.866 0.047
-0.116 0.011 0.033


> The lowest charge belongs to which entry?

F24InP4


> Among the records above, which one has the lowest charge?

F24InP4


> Look up the charge of the first one.

0